{"formula": "C4H3ClF2", "method": "the ωB97M-V functional and the def2-TZVPD basis", "e_above_lowest_kcal_mol": 49.2, "smiles": "F/C=C(F)/C=C/Cl", "gap_ev": 9.50, "total_charge": 0, "e_tot_ev": -22150.405, "fmax_ev_per_a": 8.7, "symbols": ["F", "C", "C", "F", "C", "C", "Cl", "H", "H", "H"], "coordinates": [[2.895, -0.703, -0.118], [1.622, -0.553, 0.021], [0.808, 0.509, -0.202], [1.283, 1.614, -0.328], [-0.629, 0.512, 0.449], [-1.517, -0.203, -0.375], [-3.209, -0.028, -0.131], [0.873, -1.393, 0.392], [-0.883, 1.312, 1.197], [-1.245, -1.067, -0.905]], "atomic_forces_ev_per_a": [[1.343, -0.048, -0.439], [-5.979, -1.557, 0.931], [-1.764, -7.085, 4.586], [2.754, 8.021, -1.921], [-0.399, -1.171, -4.479], [1.090, 2.688, 4.438], [-0.439, -0.201, -0.012], [2.707, 0.809, -0.783], [0.161, -0.970, -1.070], [0.525, -0.485, -1.251]]}